# 1
C7H13O6PRb | ωB97M-V with the def2-TZVPD basis set

Relative energy (zero: lowest compared OMol25 entry of this formula, charge and spin) ... 0.0 kcal per mole
Orbital gap ... 0.3599 Eh
Spin multiplicity ... 1
Net charge ... +1

XYZ file:
```
28
Properties=species:S:1:pos:R:3:lowdin_charge:R:1
C 3.70 -0.81 -0.25 -0.054
C 2.31 -0.26 -0.08 -0.270
O 1.34 -1.28 -0.31 -0.149
C 0.45 -1.08 -1.39 -0.129
C -0.90 -0.53 -0.95 -0.207
O -1.67 -1.63 -0.40 0.103
C -1.99 -1.47 0.87 -0.604
O -2.73 -2.23 1.45 0.005
C -1.35 -0.22 1.42 -0.119
C -0.84 0.53 0.17 -0.214
P -1.76 2.04 -0.30 0.457
O -2.67 1.87 -1.43 -0.234
O -2.45 2.54 1.05 -0.104
O -0.55 3.06 -0.48 -0.094
H 3.84 -1.19 -1.26 0.087
H 3.90 -1.61 0.46 0.080
H 4.44 -0.02 -0.09 0.087
H 2.14 0.58 -0.75 0.125
H 2.18 0.12 0.94 0.116
H 0.88 -0.45 -2.17 0.147
H 0.25 -2.06 -1.83 0.145
H -1.46 -0.16 -1.80 0.149
H -0.50 -0.37 2.07 0.054
H -2.10 0.31 2.01 0.134
H 0.18 0.84 0.39 0.101
H -3.41 2.49 0.98 0.105
H -0.72 3.69 -1.20 0.107
Rb -0.50 -2.66 2.86 1.178
```

=====

# 2
C7H13O7P | ωB97M-V with the def2-TZVPD basis set

SMILES ... O=C1O[C@@H](CCCCO)[C@H](P(=O)(O)O)O1
Orbital gap ... 0.3810 Eh
Spin multiplicity ... 1
Net charge ... 0

XYZ file:
```
28
Properties=species:S:1:pos:R:3:lowdin_charge:R:1
O 0.64 -2.57 3.40 0.117
C 0.84 -1.74 2.47 -0.348
O 0.40 -0.36 2.41 -0.013
C 0.26 -0.19 0.94 -0.200
C 0.11 1.39 0.80 -0.110
C -1.00 1.92 -0.22 -0.199
C -1.80 0.80 -1.05 -0.188
C -3.10 0.39 -0.14 -0.255
O -3.58 -0.90 -0.58 -0.119
C 1.72 -0.81 0.59 -0.241
P 2.34 -0.70 -1.19 0.720
O 1.28 -0.18 -2.19 -0.338
O 2.94 -2.21 -1.77 -0.184
O 3.72 0.32 -1.14 -0.180
O 1.53 -2.10 1.24 -0.020
H -0.63 -0.89 0.74 0.164
H 1.14 1.79 0.41 0.124
H -0.03 1.93 1.82 0.135
H -0.57 2.67 -1.00 0.118
H -1.77 2.55 0.38 0.115
H -1.18 -0.10 -1.38 0.091
H -2.26 1.25 -2.01 0.125
H -2.83 0.31 0.98 0.120
H -3.87 1.24 -0.24 0.132
H -2.81 -1.53 -0.52 0.090
H 2.62 -0.38 1.19 0.168
H 2.17 -2.80 -2.02 0.087
H 3.73 0.91 -1.94 0.088
```

=====

# 3
C7H13OPS2 | ωB97M-V with the def2-TZVPD basis set

Relative energy (zero: lowest compared OMol25 entry of this formula, charge and spin) ... 33.8 kcal per mole
SMILES ... C#CC(C)C.O=PSCCS
Orbital gap ... 0.3318 Eh
Spin multiplicity ... 1
Net charge ... 0

XYZ file:
```
24
Properties=species:S:1:pos:R:3:lowdin_charge:R:1
C -0.88 2.61 1.19 0.083
C -1.74 1.83 0.92 -0.152
C 1.99 -1.81 -0.46 -0.655
C 3.42 -1.91 -0.03 -0.692
C -3.30 1.11 -0.92 -0.060
C -1.68 -0.43 0.31 -0.106
C -2.60 0.76 0.45 -0.454
O 2.01 2.30 -0.82 -0.542
P 1.66 1.03 -0.18 0.515
S 1.79 -0.42 -1.72 0.511
S 3.99 -0.49 0.86 0.722
H 3.46 -0.77 2.00 -0.146
H 0.01 3.19 1.19 0.017
H 1.62 -2.81 -1.06 0.126
H 1.32 -1.59 0.38 0.035
H 3.35 -2.92 0.52 0.111
H 4.11 -1.91 -0.94 0.088
H -4.25 1.79 -0.88 0.100
H -2.66 1.86 -1.46 0.086
H -3.60 0.17 -1.36 0.061
H -0.93 -0.04 -0.37 0.031
H -1.49 -0.85 1.35 0.107
H -2.22 -1.35 -0.13 0.099
H -3.38 0.64 1.15 0.114
```

=====

Number 1: LUMO -3.6 eV, HOMO -13.39 eV. Number 2: LUMO 0.2 eV, HOMO -10.21 eV. Number 3: LUMO 0.2 eV, HOMO -8.86 eV.